--- w ---
Formula: C39H57MnN8O6PSSiTe
Source: the Open Molecules 2025 dataset
Level of theory: ωB97M-V with the def2-TZVPD basis set

* frontier orbital gap (alpha / beta): 4.8 / 6.6 eV
* LUMO level (alpha / beta): -3.329 / -4.295 eV

```
! RIJCOSX wB97M-V def2-TZVPD def2/J DEFGRID3
* xyz 1 5
H -1.81481 4.88637 -0.12208
H 5.90659 0.52838 0.36876
C 3.37672 2.96895 -0.85212
H -1.35483 -3.92300 5.15375
C 7.01419 -0.40358 1.96957
C 2.05271 -4.51590 -0.41422
N 2.42807 -2.26649 4.17702
C -2.91866 -0.03230 2.51623
C -0.53070 0.88926 3.26158
C 0.85640 6.15514 -1.92121
H -5.42406 1.92541 -3.50426
H -0.95606 6.41809 0.12495
Si -0.94284 2.63653 -1.98091
C 1.54777 1.48054 -4.50605
H 0.44351 1.27277 3.53761
C -3.54448 0.66606 -1.84738
H -5.60758 2.35476 -1.04025
C 1.30378 -3.58984 5.48358
H -4.46172 3.39147 -3.75848
S -0.64119 1.75874 0.03239
H 8.00537 -0.17423 1.57873
H -0.09831 -0.69995 -4.23109
H 2.32414 3.14278 -1.08041
H -3.70722 -2.37994 0.98012
H -3.83706 1.81671 -4.28014
H -1.69535 2.63865 -4.84560
H 1.63782 5.78748 -1.25465
H -4.14709 2.63983 -0.07395
H -2.41292 5.29312 -2.57269
H -0.10862 4.88063 0.36525
H -4.69915 3.86490 -1.23253
H 1.49499 -5.23667 -1.00234
H 3.27925 4.02301 1.02612
C 3.62849 3.06350 0.64589
C -4.41237 2.33160 -3.50848
C 1.37694 -3.54561 0.34392
H -4.49212 0.12922 -1.90491
C 0.03403 1.44933 -4.32847
Mn 0.99576 -1.18945 1.91375
O 4.75042 0.38893 2.09070
C -4.60964 2.79369 -1.05080
H -0.47958 2.51986 -6.12933
H -4.97302 -4.09719 1.06439
C -3.24479 -5.71082 -1.34627
C -3.76673 2.14565 -2.14201
H -1.62192 0.09947 -4.65834
H 1.94061 2.44384 -4.17733
C -1.76142 -0.71598 2.15822
C 3.44116 -2.73214 1.00615
C -1.00238 -3.29213 4.34173
C -1.70357 1.52540 3.62068
N 2.10278 -2.58860 1.02998
C -5.70849 -5.62000 -0.23643
C -0.44022 5.38909 -1.70681
H -1.21425 -3.79348 3.39627
N -0.37427 -2.32573 1.24582
H -4.13576 -7.25937 -2.54040
C -1.54652 5.95033 -2.59519
C 0.46052 -3.04833 4.50270
C -2.68434 -2.71272 0.87594
N -5.49731 -6.49632 -1.21058
H -1.69119 2.42189 4.22587
N -2.89727 1.07225 3.24065
H -3.13084 0.53796 -0.84819
C -1.67104 -1.95641 1.39753
C 6.01063 0.60949 1.45667
O -2.51605 2.87199 -2.18281
H -6.70976 -5.61041 0.17944
N -0.54934 -0.22945 2.53384
O -0.22045 1.52265 -2.90509
H 6.74219 -1.41249 1.65636
C 3.84993 -3.25900 5.96041
C -4.28258 -6.53546 -1.74677
H -1.19857 6.03597 -3.62571
H -1.55656 -2.35336 4.36526
H 3.09532 -1.60660 3.80469
H -2.29266 -5.77845 -1.85330
O 2.92865 2.07597 1.41086
H -1.84069 6.93988 -2.24403
H 5.13397 -3.81272 0.26378
C 2.55570 -3.05795 5.25370
P 3.30163 0.48576 1.31619
C -0.53979 0.11938 -4.80117
H -0.18755 3.56145 -4.72479
H 1.81131 1.32622 -5.55239
H 0.69773 7.21530 -1.72184
Te 0.93379 0.06594 -0.35896
N 1.15983 -2.23778 3.71086
H 3.70070 -3.90870 6.81847
H 3.96893 3.72755 -1.36594
C -1.04158 -4.22109 -0.03310
H 4.02323 -2.03638 1.59435
C 4.05676 -3.71841 0.27726
O 2.40880 -0.07146 2.45661
H -3.89105 -0.39291 2.20109
H -0.75849 -5.10934 -0.57830
H 1.18663 6.03879 -2.95338
C -2.38159 -3.90816 0.17226
H 3.66516 1.98788 -1.23296
O -0.15245 4.02493 -2.10464
H 4.25711 -2.30934 6.30959
C -0.85510 5.39693 -0.24127
C -4.73334 -4.75977 0.24378
C -0.62301 2.61651 -5.05366
H 4.70124 2.99289 0.84645
H 6.34562 1.62113 1.69631
N 3.35771 -4.60392 -0.46553
H 7.05141 -0.36992 3.05816
H -0.32431 -0.03234 -5.85879
H -2.85209 0.23405 -2.57390
H 2.00444 0.69065 -3.90767
H 1.02878 -4.27976 6.26308
C -0.03728 -3.40944 0.48345
H 4.58305 -3.72113 5.29833
C -3.45625 -4.79098 -0.31717
*
```

***

--- x ---
Formula: C39H57MnN8O6PSSiTe
Source: the Open Molecules 2025 dataset
Level of theory: ωB97M-V with the def2-TZVPD basis set

* frontier orbital gap (alpha / beta): 5.5 / 6.2 eV
* LUMO level (alpha / beta): -3.685 / -3.777 eV

```
! RIJCOSX wB97M-V def2-TZVPD def2/J DEFGRID3
* xyz 1 5
H -4.62886 5.33919 -1.16699
S 0.67514 -0.91891 0.04411
Te -1.28186 0.14459 0.78221
C 5.48534 1.48929 -2.25409
C -5.18356 5.09909 -0.26359
H 0.43184 -3.22691 4.79571
O -0.05416 1.22759 -2.47599
H 4.71954 -3.77511 0.87811
Si 0.08114 -3.02381 0.39181
H 7.17994 -1.47851 -0.64679
C 2.02484 1.72369 1.23321
H -2.52776 -5.03931 0.32991
C -4.61716 1.87269 -2.52829
C 1.27144 4.97289 -2.25949
C 1.44834 1.59579 2.54491
C 0.41054 -2.85211 3.77681
H -4.26136 1.39719 3.39631
O -2.28616 2.16539 -3.14639
C -3.49196 2.97079 2.22541
H 2.83314 -2.05251 -0.84119
H 3.52844 -4.38301 2.03451
H 3.93914 -3.25481 -1.51619
H -1.63306 -5.27071 2.39381
H -2.12356 -1.82551 3.73031
C 3.69054 -3.69071 1.21251
H -0.67596 0.09149 -4.09429
C 1.88014 0.75699 3.57831
H -2.17616 -3.30291 4.70471
C -3.38406 2.04359 3.38031
C -0.76986 -4.90561 2.94231
H -2.15366 -2.34181 -2.96439
C -2.54616 -2.45151 -1.95699
H -1.66526 -5.80571 -1.87889
H 3.79484 0.53739 1.37341
H -3.94446 -4.34521 -0.46989
C -0.35766 5.95529 -0.40169
C 3.23224 1.21569 0.75651
H -2.96466 -3.25141 3.12511
C 4.89914 0.99209 -1.08559
C -0.12666 6.61789 -1.60079
N -3.03456 4.09269 0.45281
C 3.69504 1.59499 -0.49969
H -4.68476 2.92999 -2.28169
N 1.25974 2.53509 0.46111
H -2.52036 4.25769 -0.40909
H 1.61834 -0.59961 -4.67449
H 2.24484 0.13339 -3.19149
H 5.14204 -0.58951 0.38211
C 5.52374 -0.12021 -0.50839
C -0.81106 -3.38421 3.03161
C 0.10734 0.10289 -3.32769
N 0.67724 6.11819 -2.52569
N 7.20994 -0.15461 -2.19399
O 1.41224 -3.85671 0.64151
C 2.94044 -3.09741 -1.11949
H -5.57666 1.53389 -2.91159
C 1.09424 4.30979 -1.04449
H -3.76766 2.19439 -4.49249
H 1.88184 4.56029 -3.05009
N -2.49006 3.27929 1.39101
N 0.25734 4.81439 -0.10729
H -3.03826 -5.06951 -2.71929
C 1.48044 0.20369 -3.95959
H -5.47956 6.02949 0.21971
H -3.37236 2.59839 4.31841
H -2.49166 1.41869 3.31841
H 2.69154 0.05909 3.41651
H 3.50814 -2.68161 1.57231
O -1.17406 2.82719 -1.04559
C 0.33044 1.62269 4.97661
H -3.63166 -2.43011 -1.99509
O -0.82276 -2.82501 1.70761
H 1.58414 1.15889 -4.46579
H 0.02464 -0.81481 -2.73639
C 6.61994 0.87959 -2.76189
N 1.32504 0.75059 4.76701
H 1.31044 -3.16851 3.25751
C -4.67356 3.59199 1.80181
H -3.44366 0.59059 -3.80499
H -0.94246 3.15819 4.16831
H 2.62444 -6.12301 0.48911
C 3.00134 2.64089 -1.14729
C -2.93036 -4.14181 -0.13499
H 3.86144 -5.67361 -0.69459
C -2.05416 -3.75491 -1.32249
C -0.14896 2.44739 3.98101
H 2.21314 -3.31721 -1.89679
H -2.94356 -3.33731 0.59681
H -4.37906 1.31829 -1.61859
N 0.35024 2.42359 2.73241
H 3.40474 3.10909 -2.02739
H -5.62996 3.52289 2.27671
H 2.15094 -5.68731 -1.15139
C -2.03356 -4.89411 -2.34329
C 6.66844 -0.63651 -1.09119
H -2.20166 -1.61401 -1.34979
H 5.09034 2.34649 -2.77239
H 0.38994 -1.76501 3.80411
P -1.50406 1.55569 -1.82289
H 0.12984 -5.21201 2.41841
C -2.10436 -2.91211 3.69471
C 2.71954 -4.01301 0.07801
H -6.08896 4.55829 -0.53439
C 1.80624 3.09959 -0.63079
H -0.08856 1.63789 5.97161
C -3.52916 1.65679 -3.56989
H -0.77526 -5.34861 3.93321
H 7.08454 1.24089 -3.66809
C -4.35096 4.28489 0.65161
O -0.69856 -3.57061 -0.89279
H -1.02916 6.35379 0.34591
H -0.58756 7.56749 -1.82789
C 2.85114 -5.47181 -0.34979
Mn -0.54096 2.78779 0.91351
H -1.38346 -4.64491 -3.17739
*
```

***

Tell me which of them is the most stable. Sure, it is w.

***

--- w ---
Formula: C2H7N3O
Source: the Open Molecules 2025 dataset
Level of theory: ωB97M-V with the def2-TZVPD basis set

* frontier orbital gap (alpha / beta): 8.5 / 7.6 eV
* LUMO level (alpha / beta): -0.371 / -0.947 eV

```
! RIJCOSX wB97M-V def2-TZVPD def2/J DEFGRID3
* xyz 0 1
H 1.67894 -0.13772 -1.06351
H 2.03156 2.09931 -0.56770
N -0.78203 0.29195 1.53562
O -0.31128 -1.68783 0.87011
N -0.35284 -0.00190 -0.64494
H 0.09246 -1.99600 -1.09360
H 0.35342 2.31206 -0.12175
N 1.07331 1.79782 -0.61336
C -0.58167 -1.42551 -0.42412
H -1.79454 0.26995 1.38564
H -0.59814 -0.38008 2.27778
H -1.62495 -1.62658 -0.72106
C 0.81576 0.48451 -0.81910
*
```

***

--- x ---
Formula: C2H7N3O
Source: the Open Molecules 2025 dataset
Level of theory: ωB97M-V with the def2-TZVPD basis set

* frontier orbital gap (alpha / beta): 8.5 / 8.5 eV
* LUMO level (alpha / beta): 0.113 / 0.115 eV

```
! RIJCOSX wB97M-V def2-TZVPD def2/J DEFGRID3
* xyz 0 1
H -2.01576 -1.13866 -0.85130
O -1.71225 1.46328 0.58540
C 1.84404 0.07331 -0.46847
N -1.55401 0.33908 0.11735
H -3.38234 -0.04934 -0.33072
H 1.53826 -0.87009 1.30973
C 0.91792 -0.12049 0.69142
H 0.87636 0.85933 1.34242
H 2.79864 0.28121 -0.06989
H 1.97790 -0.80012 -1.03702
N -0.32525 -0.62760 0.40004
N -2.45821 -0.31562 -0.58506
H 1.49472 0.90571 -1.10388
*
```

***

Tell me which of them is the most stable. Sure, it is w.

***

--- w ---
Formula: C2H7N3O
Source: the Open Molecules 2025 dataset
Level of theory: ωB97M-V with the def2-TZVPD basis set

* frontier orbital gap: 10.5 eV
* LUMO level: 0.701 eV

```
! RIJCOSX wB97M-V def2-TZVPD def2/J DEFGRID3
* xyz 0 1
C 1.16080 -0.19036 0.59969
N -2.10744 0.77957 -1.66787
N -0.04585 -0.22779 1.27257
O 1.34695 -0.76954 -0.45035
C -1.84904 -0.45333 -1.66259
H -2.69855 -1.13929 -1.61592
H 2.92644 0.76386 0.61900
N 2.13860 0.56548 1.21419
H 0.00429 -0.11286 2.27324
H -0.61570 -1.00650 0.98220
H -0.85209 -0.89167 -1.72968
H 1.84758 1.34264 1.78495
H -1.25597 1.33980 -1.61946
*
```

***

--- x ---
Formula: C2H7N3O
Source: the Open Molecules 2025 dataset
Level of theory: ωB97M-V with the def2-TZVPD basis set

* frontier orbital gap: 7.9 eV
* LUMO level: 0.969 eV

```
! RIJCOSX wB97M-V def2-TZVPD def2/J DEFGRID3
* xyz 0 1
N -1.05821 -0.34673 -1.26263
N 1.68401 0.82927 0.94227
H -2.57008 0.71196 -1.68640
H 0.14176 -0.65116 2.34210
N 0.05396 -0.96200 1.38045
H -0.79622 -1.44841 1.11882
H 2.34369 0.99245 0.18356
O -1.88782 0.24828 -2.20853
H 0.27979 1.30912 -1.16597
C 0.55120 -0.05896 0.50516
H -1.00291 -1.36469 -1.19150
C 0.05345 0.40366 -0.62065
H 2.20737 0.33721 1.66331
*
```

***

--- y ---
Formula: C2H7N3O
Source: the Open Molecules 2025 dataset
Level of theory: ωB97M-V with the def2-TZVPD basis set

* frontier orbital gap: 8.7 eV
* LUMO level: 0.840 eV

```
! RIJCOSX wB97M-V def2-TZVPD def2/J DEFGRID3
* xyz 0 1
H -1.54226 0.76449 0.76052
H -2.04589 -1.26652 -1.13868
H 2.33866 -0.29014 -0.81817
N -1.45188 -0.06977 0.22065
C -2.39475 -0.46646 -0.51274
H 2.25634 0.27296 1.37542
H 0.55799 0.43239 -0.99846
N 1.72327 0.92656 0.65267
O 1.04417 -1.26299 0.20534
C 1.39385 -0.04509 -0.41124
H 0.13460 -1.23284 0.53942
N 1.28122 2.03400 0.72301
H -3.29534 0.20343 -0.59774
*
```

***

--- z ---
Formula: C2H7N3O
Source: the Open Molecules 2025 dataset
Level of theory: ωB97M-V with the def2-TZVPD basis set

* frontier orbital gap (alpha / beta): 8.3 / 8.3 eV
* LUMO level (alpha / beta): -0.609 / -0.609 eV

```
! RIJCOSX wB97M-V def2-TZVPD def2/J DEFGRID3
* xyz 0 1
H 0.55068 -2.36292 0.78491
C 0.89653 -0.46899 0.98542
H -1.69549 0.06112 -0.03971
O 0.40853 -1.55130 0.28387
H 1.39072 -1.40910 2.59423
N 0.63707 0.68354 0.29855
N 1.38688 -0.48831 2.16031
H 0.25764 0.71847 -0.97044
H 1.05663 1.47615 0.77298
H -0.96419 -0.12590 -2.22258
C -1.05460 0.84106 -1.71341
N -1.66555 0.95133 -0.54096
H -1.20486 1.67487 -2.39317
*
```

***

Tell me which of them is the most stable. Sure, it is w.

***

--- w ---
Formula: C2H7N3O
Source: the Open Molecules 2025 dataset
Level of theory: ωB97M-V with the def2-TZVPD basis set

* frontier orbital gap: 9.1 eV
* LUMO level: 0.833 eV

```
! RIJCOSX wB97M-V def2-TZVPD def2/J DEFGRID3
* xyz 0 1
H 2.44086 -1.20560 0.81060
C 0.39630 0.11975 -0.23861
H -3.42945 -0.16340 -0.06489
H 1.78039 1.10483 0.50603
H -2.07902 0.48805 0.98113
N 2.64668 -0.62461 -0.15629
N 1.72133 0.35333 -0.09538
N -0.24890 -0.99820 -0.14909
H -0.36969 0.83653 -0.33974
H 3.52692 -0.15110 -0.28865
C -2.42762 0.18347 -0.03298
H -2.30025 0.93402 -0.81568
O -1.65755 -0.87705 -0.11645
*
```

***

--- x ---
Formula: C2H7N3O
Source: the Open Molecules 2025 dataset
Level of theory: ωB97M-V with the def2-TZVPD basis set

* frontier orbital gap: 10.1 eV
* LUMO level: 0.762 eV

```
! RIJCOSX wB97M-V def2-TZVPD def2/J DEFGRID3
* xyz 0 1
H 1.83474 1.19637 -0.71759
H 1.56519 -1.43843 0.49669
N -2.29583 0.12964 0.17935
C 1.29375 0.26216 -0.54690
H -2.42758 1.02775 0.60815
C -1.04810 -0.34158 -0.13967
N 2.01302 -0.53260 0.40734
N -0.06917 0.60835 -0.15009
H 2.02700 -0.09072 1.32054
H -0.28271 1.55570 0.10943
H -3.00955 -0.56242 0.32658
H 1.24255 -0.31036 -1.47825
O -0.84333 -1.50385 -0.41558
*
```

***

Tell me which of them is the most stable. Sure, it is x.